The following is a quantum chemistry calculation of a structure of composition C18H20AsAuCl5O9PS, from the Open Molecules 2025 dataset.

Element x y z (Å)
Au  -0.5111  -0.5011  2.3057
Cl  -3.8762  -0.1535  2.8209
C  -3.2787  -1.7370  2.5038
C  -1.9212  -1.9900  2.6352
C  -1.4899  -3.3510  2.4247
Cl  0.1139  -3.7209  2.7333
C  -2.3483  -4.3590  1.9534
Cl  -1.7662  -5.9338  1.6419
C  -3.6567  -4.0289  1.7222
Cl  -4.7349  -5.1763  1.0986
C  -4.1403  -2.7013  2.0138
Cl  -5.7603  -2.3468  1.6950
O  2.9898  -1.2351  -1.4946
As  1.4583  -1.8317  -0.8077
O  1.7937  -3.3219  -0.2732
O  1.4373  -0.6509  0.5415
C  0.3348  -1.3843  -2.3253
C  0.9721  -1.0825  -3.5246
C  0.2176  -0.8074  -4.6570
C  -1.1677  -0.8310  -4.6020
C  -1.8064  -1.1233  -3.4074
C  -1.0546  -1.3960  -2.2767
S  -1.8765  -1.6675  -0.7315
O  -2.2085  -0.3459  -0.2258
O  -3.0109  -2.5361  -0.9520
O  -0.7957  -2.3177  0.0426
H  3.6431  -1.9045  -1.2519
H  2.0503  -1.0640  -3.5693
H  0.7207  -0.5811  -5.5879
H  -1.7512  -0.6241  -5.4896
H  -2.8863  -1.1513  -3.3396
C  0.4599  4.1155  2.4640
C  -0.0818  2.7084  2.5688
O  -0.1669  2.1306  1.2567
P  0.7999  0.8769  0.7770
O  0.4908  1.0388  -0.7664
C  -0.3255  2.0312  -1.4186
C  0.4330  3.3253  -1.5983
O  2.1548  1.5871  1.2247
C  3.4742  1.0331  1.0291
C  4.4657  2.1104  1.3948
H  0.4888  4.5751  3.4532
H  -0.1767  4.7239  1.8209
H  1.4692  4.1071  2.0531
H  -1.0902  2.6994  2.9834
H  0.5537  2.0935  3.2109
H  -1.2463  2.1558  -0.8563
H  -0.5676  1.5764  -2.3795
H  0.6748  3.7724  -0.6342
H  -0.1788  4.0313  -2.1621
H  1.3583  3.1556  -2.1502
H  3.5777  0.7180  -0.0086
H  3.5809  0.1540  1.6641
H  4.3434  2.9829  0.7529
H  5.4811  1.7317  1.2723
H  4.3374  2.4212  2.4318

The value obtained for the highest occupied orbital energy (spin up / spin down) is -8.22 / -9.30 eV. The spin multiplicity is 3. Its calculated total energy is -184683.3316 eV.